[1]
ORCA calculation (the ωB97M-V functional and the def2-TZVPD basis) on C20H21FN2O3 in the gas phase.

```
! wB97M-V def2-TZVPD RIJCOSX def2/J DEFGRID3
* xyz 0 1
C 4.36659 3.33416 1.46838
C 3.39309 2.88725 0.41534
O 3.56760 2.94626 -0.77366
O 2.26995 2.41512 0.97158
C 1.35409 1.81014 0.06128
C 2.02273 0.53864 -0.49056
O 2.97779 0.04487 0.07308
N 1.47229 0.00357 -1.59804
C 0.30534 0.50094 -2.29776
C -0.43012 -0.70083 -2.92043
N -0.42370 -1.81989 -2.01266
C -1.37961 -1.94456 -1.02138
C -1.38941 -3.08331 -0.20365
C -2.34680 -3.25926 0.77398
C -3.33225 -2.30415 0.93298
F -4.27379 -2.46863 1.89279
C -3.37512 -1.18581 0.12529
C -2.40139 -1.00587 -0.83685
C 0.91499 -2.35206 -1.80918
C 1.97067 -1.26628 -2.08213
C 0.10202 1.45076 0.82085
C 0.11631 0.37411 1.69932
C -1.01954 0.04699 2.41682
C -2.17613 0.79302 2.26658
C -2.19447 1.86763 1.39414
C -1.06044 2.19626 0.67214
H 3.83365 3.71771 2.33292
H 5.03890 4.08158 1.05830
H 4.94604 2.46468 1.77354
H 1.15452 2.51935 -0.75262
H -0.35864 0.99863 -1.58954
H 0.60169 1.21544 -3.07668
H 0.06921 -1.01850 -3.84030
H -1.45193 -0.43070 -3.18287
H -0.65239 -3.85714 -0.34537
H -2.34085 -4.13600 1.40212
H -4.15939 -0.45753 0.25564
H -2.45227 -0.11185 -1.43575
H 1.08772 -3.21101 -2.47026
H 1.01726 -2.67940 -0.77362
H 2.89171 -1.48926 -1.54253
H 2.19930 -1.18201 -3.14792
H 1.02500 -0.19476 1.82392
H -1.00251 -0.79156 3.09631
H -3.06002 0.53845 2.83148
H -3.09252 2.45607 1.27677
H -1.07472 3.04131 -0.00264
*
```

Summary:
Frontier orbital gap: 8.43 eV
SMILES string: CC(=O)O[C@@H](C(=O)N1CCN(c2ccc(F)cc2)CC1)c1ccccc1
HOMO: -7.78 eV

[2]
ORCA calculation (the ωB97M-V functional and the def2-TZVPD basis) on C20H21FN2O5S in the gas phase.

```
! wB97M-V def2-TZVPD RIJCOSX def2/J DEFGRID3
* xyz 0 1
N 7.51371 -0.19467 -0.59545
S 6.64831 -0.00472 0.84155
O 7.06448 -1.03320 1.74991
O 6.75997 1.37045 1.23340
C 4.99724 -0.33322 0.27183
C 4.50761 -1.62317 0.30222
C 3.23720 -1.88891 -0.17557
C 2.46283 -0.84650 -0.68468
N 1.17336 -1.03046 -1.17878
C 0.44334 -2.17279 -1.24580
O 0.82337 -3.28160 -0.95765
C -0.98125 -1.91607 -1.77262
O -1.75766 -1.11687 -0.88405
C -1.64571 0.20678 -0.95125
O -0.89778 0.76772 -1.71973
C -2.52918 0.91490 0.06260
C -3.59118 -0.03389 0.57196
C -4.89887 0.01554 0.10041
C -5.86996 -0.85808 0.55842
C -5.55638 -1.81983 1.50163
C -4.26027 -1.90936 1.97409
C -3.30453 -1.02867 1.50383
F -2.04993 -1.17265 1.98235
C -3.08513 2.21609 -0.54432
C -1.94203 3.23475 -0.48253
C -0.97179 2.72772 0.59699
C -1.59886 1.45870 1.17480
C 2.97163 0.45526 -0.70358
C 4.24108 0.71020 -0.22551
H 8.13214 -0.98833 -0.55376
H 8.01205 0.64518 -0.84111
H 5.12573 -2.40486 0.71312
H 2.83803 -2.88922 -0.15699
H 0.71798 -0.18161 -1.51241
H -1.50435 -2.87065 -1.84338
H -0.92800 -1.43101 -2.75470
H -5.16839 0.74712 -0.64426
H -6.87497 -0.78606 0.17164
H -6.31071 -2.50164 1.86219
H -3.97139 -2.65510 2.69772
H -3.43774 2.07355 -1.56493
H -3.91844 2.55163 0.07386
H -2.32470 4.22714 -0.24803
H -1.43594 3.28860 -1.44440
H -0.00501 2.49718 0.15080
H -0.80765 3.46804 1.37836
H -2.21892 1.69362 2.04136
H -0.84204 0.73954 1.48147
H 2.36333 1.25821 -1.09448
H 4.65538 1.70524 -0.21656
*
```

Summary:
Frontier orbital gap: 9.51 eV
SMILES string: NS(=O)(=O)c1ccc(NC(=O)COC(=O)C2(c3ccccc3F)CCCC2)cc1
HOMO: -8.94 eV

[3]
ORCA calculation (the ωB97M-V functional and the def2-TZVPD basis) on a molecular structure, C20H21MoN5O3.

```
! wB97M-V def2-TZVPD RIJCOSX def2/J DEFGRID3
* xyz 4 3
N 0.39917 1.78944 -0.85231
C 0.64725 2.92855 -0.86699
C 0.81792 4.36171 -0.76979
H -0.16468 4.85225 -0.81230
H 1.42918 4.72518 -1.60711
H 1.31511 4.63319 0.17038
N 2.52121 -1.55415 -1.43364
C 3.48592 -2.19326 -1.47181
C 4.68816 -2.98196 -1.48170
H 5.38481 -2.54546 -2.21218
H 4.43251 -4.01048 -1.77393
H 5.14047 -2.97744 -0.48263
N -1.41584 -0.98994 -0.85593
C -2.35940 -1.67656 -0.86087
C -3.60139 -2.40904 -0.76824
H -3.52224 -3.22132 -0.03434
H -3.85269 -2.84593 -1.74483
H -4.40980 -1.72815 -0.46806
Mo 0.65148 -0.35291 -1.77410
C 0.68445 -2.04404 0.46098
O 0.73237 -2.86230 1.25648
C 2.20046 0.30069 0.48744
O 2.96475 0.60955 1.27986
C 1.18627 0.96519 -3.44356
C -0.20487 1.03010 -3.28749
C -0.96202 -0.13949 -3.28686
C -0.33433 -1.38325 -3.44071
C 1.04462 -1.44586 -3.64479
C 1.80673 -0.26686 -3.64691
H 1.78159 1.87069 -3.37503
H -0.70281 1.97487 -3.13268
H -2.02769 -0.07096 -3.13079
H -0.91652 -2.29662 -3.36907
H 1.52020 -2.41889 -3.72201
H 2.88951 -0.30199 -3.72654
N -2.93779 0.64468 6.03008
C -2.12973 1.54286 5.38199
O -1.86673 2.64134 5.85798
C -1.60229 1.11987 4.04506
C -1.97121 -0.07247 3.40345
C -1.32167 -0.43601 2.20170
N -0.35155 0.29853 1.65924
C -0.08241 1.49304 2.18613
C -0.66800 1.94111 3.38488
H -3.19482 0.86519 6.97345
H -2.98859 -0.32182 5.76084
H -2.74629 -0.74413 3.79085
H -1.63149 -1.35285 1.69653
H 0.61719 2.14354 1.66159
H -0.37451 2.91257 3.78830
*
```

Summary:
Frontier orbital gap (spin up / spin down): 6.86 / 5.94 eV
<S²>: 2.258
HOMO (spin up / spin down): -21.10 / -21.11 eV

[4]
ORCA calculation (the ωB97M-V functional and the def2-TZVPD basis) on C20H21N3O3 in the gas phase.

```
! wB97M-V def2-TZVPD RIJCOSX def2/J DEFGRID3
* xyz 0 1
C -2.21908 -5.26285 0.46438
C -1.40641 -4.03476 0.12495
O -0.73031 -3.98262 -0.87742
C -1.48443 -2.89712 1.07782
C -2.50268 -2.77198 2.02082
C -2.53614 -1.66347 2.84563
C -1.56865 -0.68239 2.74426
C -0.54178 -0.79874 1.80893
N 0.37324 0.25150 1.71986
C 1.46460 0.32619 0.89033
O 1.96030 -0.64334 0.35612
N 2.02854 1.58040 0.74021
C 1.41653 2.84814 1.06734
C 0.67110 3.45596 -0.13399
C 1.62865 3.60819 -1.31268
C 2.18348 2.22068 -1.61547
C 2.94877 1.71490 -0.37085
C 1.08788 1.22490 -1.89685
C 1.33949 0.11333 -2.64730
C 0.36681 -0.89794 -2.74449
C -0.81418 -0.77025 -2.09008
C -1.12264 0.39484 -1.32013
O -2.16758 0.59996 -0.71544
N -0.11266 1.37436 -1.28101
C -0.49830 2.59051 -0.58209
C -0.50490 -1.91265 0.98148
H -3.27712 -5.04570 0.33072
H -2.05076 -5.56160 1.49581
H -1.94185 -6.07306 -0.20539
H -3.27945 -3.51528 2.10149
H -3.32954 -1.55465 3.57030
H -1.61513 0.18720 3.38607
H 0.13428 1.05181 2.28394
H 0.74046 2.76352 1.91858
H 2.22401 3.53034 1.36177
H 0.27650 4.43079 0.16939
H 2.44325 4.29185 -1.06510
H 1.09951 4.00896 -2.17962
H 2.87006 2.25133 -2.46487
H 3.38663 0.73522 -0.56294
H 3.73639 2.42346 -0.09871
H 2.29808 -0.00190 -3.12487
H 0.57963 -1.78740 -3.31676
H -1.56420 -1.54351 -2.11137
H -1.12402 2.28223 0.26236
H -1.14438 3.16931 -1.25523
H 0.27801 -2.02867 0.25010
*
```

Summary:
Frontier orbital gap: 8.37 eV
SMILES string: CC(=O)c1cccc(NC(=O)N2C[C@H]3C[C@@H](C2)c2cccc(=O)n2C3)c1
HOMO: -7.85 eV

[5]
ORCA calculation (the ωB97M-V functional and the def2-TZVPD basis) on C20H21N3O3S in the gas phase.

```
! wB97M-V def2-TZVPD RIJCOSX def2/J DEFGRID3
* xyz 0 1
O -2.14639 0.10743 -2.05132
C -2.15613 1.17562 -1.47661
C -3.46456 1.89930 -1.14829
C -4.06845 1.31285 0.13714
S -2.92153 1.48620 1.54693
C -2.34076 -0.16799 1.33712
N -1.29106 -0.54905 1.90018
C -0.74146 -1.85920 1.70964
C 0.05007 -1.93009 0.38421
C 0.46391 -3.37618 0.04117
C 1.94791 -3.24346 -0.30066
C 2.33921 -2.04149 0.55575
O 1.23727 -1.16562 0.46933
N -3.24352 -0.86230 0.54180
C -4.25777 -0.18613 -0.06593
O -5.14971 -0.68679 -0.69362
N -1.05445 1.81785 -1.02401
C 0.28266 1.40494 -1.17519
C 0.68171 0.73433 -2.30458
C 2.02712 0.39722 -2.49195
C 2.96389 0.74790 -1.56306
C 2.58540 1.41104 -0.37767
C 3.53575 1.73868 0.61083
C 3.15771 2.33400 1.78052
C 1.80579 2.61825 2.01408
C 0.86059 2.32925 1.06893
C 1.22004 1.73283 -0.15715
H -4.16642 1.71531 -1.96465
H -3.31155 2.97257 -1.03248
H -5.01398 1.80114 0.37481
H -0.05258 -2.03075 2.53984
H -1.50996 -2.64595 1.70842
H -0.55609 -1.48128 -0.41420
H -0.12234 -3.77834 -0.78179
H 0.33355 -4.01935 0.91310
H 2.52151 -4.13686 -0.06608
H 2.07434 -2.99735 -1.35490
H 3.21389 -1.50156 0.19369
H 2.51053 -2.34742 1.59898
H -3.12895 -1.85227 0.37613
H -1.19150 2.61195 -0.41467
H -0.04475 0.46859 -3.05518
H 2.31397 -0.12908 -3.39068
H 4.00748 0.50965 -1.71481
H 4.57375 1.49697 0.42820
H 3.89162 2.57484 2.53587
H 1.51010 3.06141 2.95357
H -0.17587 2.52839 1.29924
*
```

Summary:
Frontier orbital gap: 8.30 eV
SMILES string: O=C(C[C@@H]1S/C(=N/C[C@@H]2CCCO2)NC1=O)Nc1cccc2ccccc12
HOMO: -7.89 eV

Going through the records in order, we get E_tot values of -1209.85352, -1758.53369, -1340.72947, -1164.78156, -1562.95382 Eh.
Going through the records in order, we get relative energy (zero: lowest compared OMol25 entry of this formula, charge and spin) values of 28.5, 14.3, 0.0, 130.0, 118.7 kJ/mol.